DFT (ωB97M-V/def2-TZVPD) results for C19H19F3NO6S3 as an isolated structure at a distorted geometry.

```
51
C19H19F3NO6S3 (ωB97M-V/def2-TZVPD)
C -1.38 2.28 2.99
C -0.27 1.24 2.66
C -0.75 -0.10 3.40
C -0.06 -1.44 3.39
O -1.71 -0.01 4.19
C 1.17 1.46 3.11
C 1.42 2.57 4.15
O 2.13 0.73 2.87
H -1.17 3.39 2.89
H -2.21 2.04 2.31
H -1.76 2.09 4.04
H 0.85 -1.52 2.79
H 0.16 -1.71 4.43
H -0.79 -2.21 3.08
H 0.66 2.58 4.96
H 2.40 2.38 4.64
H 1.45 3.55 3.64
F 1.82 3.06 0.91
C 0.97 2.54 -0.03
F 0.29 3.60 -0.58
F 1.74 1.86 -1.00
S -0.35 1.46 0.84
N -0.85 0.36 -1.15
S -2.21 1.01 -1.94
C -1.85 0.09 -3.46
C -1.28 0.77 -4.53
C -1.01 0.09 -5.72
C -1.31 -1.28 -5.82
C -1.90 -1.94 -4.75
C -2.33 -1.22 -3.64
O -3.48 0.43 -1.55
O -2.03 2.43 -2.08
S -0.94 -1.12 -0.34
C 0.79 -1.63 -0.18
C 1.26 -2.85 -0.70
C 2.59 -3.15 -0.50
C 3.40 -2.33 0.27
C 2.90 -1.14 0.79
C 1.63 -0.75 0.46
O -1.42 -0.76 1.02
O -1.60 -2.12 -1.13
H -1.06 1.84 -4.47
H -0.56 0.60 -6.57
H -1.05 -1.83 -6.73
H -2.07 -3.03 -4.81
H -3.05 -1.72 -2.94
H 0.63 -3.57 -1.18
H 2.97 -4.11 -0.81
H 4.46 -2.57 0.45
H 3.53 -0.54 1.47
H 1.24 0.24 0.83
```

Results
Electronic energy = -2735.6730 Eh
Energy above the lowest of the compared OMol25 structures with the same formula, charge and spin = 86.3 kJ/mol
LUMO level = 2.8 eV
Orbital gap = 0.2660 Eh
Net charge = -1

---

DFT (ωB97M-V/def2-TZVPD) results for a 2-piece molecular cluster, C10H15N2OPS overall at a distorted geometry.

```
30
C10H15N2OPS (ωB97M-V/def2-TZVPD)
C -2.39 -2.14 2.56
C -1.84 -2.71 1.38
C -2.79 -0.86 2.63
C -1.85 -1.95 0.25
C -2.70 -0.03 1.46
C -2.23 -0.55 0.26
C -1.91 0.24 -0.85
C 3.34 0.34 -2.19
C 3.37 1.11 -3.49
C 2.54 -1.36 -0.77
N 2.46 -0.50 -1.90
N -0.84 3.62 1.67
O -0.37 1.20 1.82
P -0.12 2.29 0.89
S -1.90 1.88 -0.82
H -2.29 -2.85 3.40
H -1.21 -3.55 1.54
H -3.34 -0.37 3.42
H -1.58 -2.38 -0.67
H -2.80 1.00 1.56
H -1.80 -0.31 -1.79
H 4.23 0.48 -1.61
H 2.36 1.13 -3.78
H 4.09 0.71 -4.32
H 3.71 2.07 -3.36
H 2.98 -0.87 0.10
H 1.48 -1.46 -0.47
H 3.16 -2.27 -0.96
H -0.97 4.55 1.32
H -0.82 3.54 2.68
```

Results
Electronic energy = -1314.2680 Eh
Energy above the lowest of the compared OMol25 structures with the same formula, charge and spin = 453.9 kJ/mol
LUMO level (spin up / spin down) = -1.1 / -1.1 eV
Orbital gap (spin up / spin down) = 0.2608 / 0.2608 Eh

---

Please write out number 1 again, unchanged.
DFT (ωB97M-V/def2-TZVPD) results for C19H19F3NO6S3 as an isolated structure at a distorted geometry.

```
51
C19H19F3NO6S3 (ωB97M-V/def2-TZVPD)
C -1.38 2.28 2.99
C -0.27 1.24 2.66
C -0.75 -0.10 3.40
C -0.06 -1.44 3.39
O -1.71 -0.01 4.19
C 1.17 1.46 3.11
C 1.42 2.57 4.15
O 2.13 0.73 2.87
H -1.17 3.39 2.89
H -2.21 2.04 2.31
H -1.76 2.09 4.04
H 0.85 -1.52 2.79
H 0.16 -1.71 4.43
H -0.79 -2.21 3.08
H 0.66 2.58 4.96
H 2.40 2.38 4.64
H 1.45 3.55 3.64
F 1.82 3.06 0.91
C 0.97 2.54 -0.03
F 0.29 3.60 -0.58
F 1.74 1.86 -1.00
S -0.35 1.46 0.84
N -0.85 0.36 -1.15
S -2.21 1.01 -1.94
C -1.85 0.09 -3.46
C -1.28 0.77 -4.53
C -1.01 0.09 -5.72
C -1.31 -1.28 -5.82
C -1.90 -1.94 -4.75
C -2.33 -1.22 -3.64
O -3.48 0.43 -1.55
O -2.03 2.43 -2.08
S -0.94 -1.12 -0.34
C 0.79 -1.63 -0.18
C 1.26 -2.85 -0.70
C 2.59 -3.15 -0.50
C 3.40 -2.33 0.27
C 2.90 -1.14 0.79
C 1.63 -0.75 0.46
O -1.42 -0.76 1.02
O -1.60 -2.12 -1.13
H -1.06 1.84 -4.47
H -0.56 0.60 -6.57
H -1.05 -1.83 -6.73
H -2.07 -3.03 -4.81
H -3.05 -1.72 -2.94
H 0.63 -3.57 -1.18
H 2.97 -4.11 -0.81
H 4.46 -2.57 0.45
H 3.53 -0.54 1.47
H 1.24 0.24 0.83
```

Results
Electronic energy = -2735.6730 Eh
Energy above the lowest of the compared OMol25 structures with the same formula, charge and spin = 86.3 kJ/mol
LUMO level = 2.8 eV
Orbital gap = 0.2660 Eh
Net charge = -1

---

Please write out number 2 again, unchanged.
DFT (ωB97M-V/def2-TZVPD) results for a 2-piece molecular cluster, C10H15N2OPS overall at a distorted geometry.

```
30
C10H15N2OPS (ωB97M-V/def2-TZVPD)
C -2.39 -2.14 2.56
C -1.84 -2.71 1.38
C -2.79 -0.86 2.63
C -1.85 -1.95 0.25
C -2.70 -0.03 1.46
C -2.23 -0.55 0.26
C -1.91 0.24 -0.85
C 3.34 0.34 -2.19
C 3.37 1.11 -3.49
C 2.54 -1.36 -0.77
N 2.46 -0.50 -1.90
N -0.84 3.62 1.67
O -0.37 1.20 1.82
P -0.12 2.29 0.89
S -1.90 1.88 -0.82
H -2.29 -2.85 3.40
H -1.21 -3.55 1.54
H -3.34 -0.37 3.42
H -1.58 -2.38 -0.67
H -2.80 1.00 1.56
H -1.80 -0.31 -1.79
H 4.23 0.48 -1.61
H 2.36 1.13 -3.78
H 4.09 0.71 -4.32
H 3.71 2.07 -3.36
H 2.98 -0.87 0.10
H 1.48 -1.46 -0.47
H 3.16 -2.27 -0.96
H -0.97 4.55 1.32
H -0.82 3.54 2.68
```

Results
Electronic energy = -1314.2680 Eh
Energy above the lowest of the compared OMol25 structures with the same formula, charge and spin = 453.9 kJ/mol
LUMO level (spin up / spin down) = -1.1 / -1.1 eV
Orbital gap (spin up / spin down) = 0.2608 / 0.2608 Eh